Formula: H11O5S
Source: OMol25
Level of theory: ωB97M-V/def2-TZVPD

Geometry as XYZ:
```
17
Properties=species:S:1:pos:R:3:forces:R:3
S -0.744417 0.206595 1.092925 0.039 -0.180 -0.163
H -0.899830 1.038712 0.050509 0.046 0.120 0.107
H 1.393178 0.300329 0.375931 0.175 0.329 -0.001
H 2.777155 -0.191415 0.730868 0.163 0.036 -0.020
O 2.354442 0.486932 0.196695 -0.294 -0.273 0.060
H 0.590581 4.790921 2.695280 0.104 -0.329 -0.319
H 1.068680 3.318666 2.397661 -0.220 0.095 -0.238
O 0.777502 3.930383 3.081050 0.079 0.158 0.565
H -1.499573 0.739534 -1.849154 -0.112 -0.275 0.058
H -2.088253 -0.598677 -1.449807 0.212 0.175 0.265
O -2.024319 0.007408 -2.199580 -0.067 0.070 -0.294
H -2.530205 -1.834106 -3.696760 0.039 0.049 0.042
H -1.061200 -1.595820 -3.821054 -0.051 -0.006 0.138
O -1.731082 -2.258073 -4.025299 -0.001 -0.068 -0.197
H 0.842261 -2.826948 1.470197 -0.358 -0.198 0.018
H 1.632696 -2.366301 2.618339 -0.093 -0.163 0.322
O 1.142383 -3.148141 2.332198 0.341 0.461 -0.343
```
Forces are in eV/Å.

molecular weight: 123.2 u
charge: -1
E_LUMO: 3.509 eV
HOMO energy: -3.89 eV
ΔE to the lowest compared entry with this formula, charge and spin: 30.9 kcal per mole
HOMO-LUMO gap: 7.4016 eV